(1)
DFT (ωB97M-V with the def2-TZVPD basis set) results for a structure of composition C8H8 at a distorted geometry.

Each line ends with the Löwdin spin population.
Element x y z (Å)
C  -3.1179  0.5824  -1.1708  0.14
C  -1.5181  1.1726  -0.0282  0.69
C  -2.6666  -0.0291  -0.1428  0.12
C  -1.1158  0.2456  0.9586  0.64
C  -2.0801  -0.8925  0.9883  0.10
C  -0.1413  0.4920  -0.0078  0.18
C  1.0242  1.3742  0.4649  0.06
C  0.2794  -0.5962  -0.9309  0.02
H  -2.5878  -1.1073  1.9297  0.01
H  -1.6285  -1.7547  0.6246  0.01
H  0.6722  2.3162  0.7130  0.00
H  1.6287  1.4879  -0.3993  0.01
H  1.6615  0.9079  1.2247  0.00
H  1.3221  -0.3370  -1.1983  0.00
H  -0.3268  -0.7103  -1.9998  0.01
H  0.3969  -1.5888  -0.4915  0.01

Atoms 1-6, force components in eV/Å:
1.0 0.1 0.2
-1.4 0.9 -2.1
-0.7 -0.7 0.5
-0.5 -1.4 5.8
-0.4 2.1 -0.2
1.4 0.3 -1.9

Properties
electronic energy	-8413.9707	eV
largest force on an atom	6.00	eV/A
energy above the lowest of the compared OMol25 structures with the same formula, charge and spin	97.0	kcal per mole
<S²>	2.006
frontier orbital gap (alpha / beta)	8.1 / 7.4	eV
E_HOMO (alpha / beta)	-7.37 / -9.96	eV
multiplicity	3

(2)
DFT (ωB97M-V with the def2-TZVPD basis set) results for a structure of composition C8H8AgCl24F3V at a distorted geometry.

Each line ends with the Löwdin spin population.
Element x y z (Å)
Ag  -2.2284  -3.2581  -0.1185  0.00
V  -0.5728  -0.1653  0.4048  2.89
F  -0.2201  -2.2144  -0.4430  0.03
F  -2.4865  -1.2542  0.9435  0.03
F  0.1815  1.8972  0.5501  0.26
C  2.3844  0.6446  -3.6110  0.00
Cl  2.9531  0.5793  -1.9362  0.00
Cl  0.7982  -0.0979  -3.6823  0.00
Cl  3.3293  -0.3908  -4.7033  0.00
H  2.3880  1.6905  -3.9179  0.00
C  -5.2986  0.4436  1.7787  0.00
Cl  -4.0030  1.1332  2.8576  0.16
Cl  -5.2970  1.0871  0.1341  0.02
Cl  -6.9043  0.6633  2.5270  0.03
H  -5.1671  -0.6381  1.8025  0.00
C  -1.4357  -3.1240  -4.2507  0.00
Cl  -1.7665  -2.5016  -5.8284  0.00
Cl  -1.8927  -1.9888  -2.9927  0.00
Cl  0.2737  -3.6601  -4.0341  0.00
H  -2.0742  -3.9921  -4.0865  0.00
C  3.5996  -3.5279  -1.5366  0.00
Cl  4.7963  -2.4945  -2.2525  0.00
Cl  3.4723  -3.0877  0.1850  0.00
Cl  3.9624  -5.2453  -1.6424  0.00
H  2.6171  -3.3755  -1.9832  0.00
C  -1.8299  3.3809  -2.0510  0.00
Cl  -2.1508  4.2600  -3.5743  0.00
Cl  -2.0122  1.5898  -2.0228  0.00
Cl  -2.5123  4.1358  -0.6484  0.00
H  -0.7709  3.6210  -1.9561  0.00
C  1.1929  -3.0023  3.1228  0.00
Cl  0.9680  -3.1470  4.8723  0.00
Cl  0.9321  -1.2431  2.6886  0.01
Cl  0.0813  -4.0861  2.2827  0.00
H  2.2613  -3.0771  2.9204  0.00
C  -0.9528  3.5281  4.3829  -0.01
Cl  -1.2028  1.8831  4.8735  0.08
Cl  -1.5142  4.7087  5.6043  0.08
Cl  -1.8083  3.8076  2.7700  0.42
H  0.1309  3.6181  4.3086  0.00
C  3.5195  2.6115  1.6116  0.00
Cl  5.0860  3.5322  1.6413  0.00
Cl  2.3988  2.9395  2.9989  0.00
Cl  3.8010  0.8872  1.2868  0.00
H  2.9732  2.9297  0.7237  0.00

Atoms 1-6, force components in eV/Å:
0.4 0.5 0.0
-0.4 -1.4 -0.2
-0.3 1.7 0.7
1.2 1.0 -0.4
-0.8 -1.5 0.2
0.1 -0.9 -0.1

Properties
electronic energy	-346791.9773	eV
largest force on an atom	2.10	eV/A
charge	+1
<S²>	6.008
frontier orbital gap (alpha / beta)	8.8 / 2.6	eV
E_HOMO (alpha / beta)	-12.26 / -12.72	eV
multiplicity	5

(3)
DFT (ωB97M-V with the def2-TZVPD basis set) results for a structure of composition C8H8AuF9N3O8S3 at a distorted geometry.

Each line ends with the Löwdin charge.
Element x y z (Å)
Au  1.0150  -0.2069  0.3846  0.75
F  4.3137  -1.8417  1.0088  0.13
C  4.3170  -1.9719  -0.3169  -0.66
F  3.3981  -2.8635  -0.6594  0.13
F  5.5046  -2.4942  -0.6542  0.12
S  4.1136  -0.2898  -1.1674  0.58
O  3.1863  0.4578  -0.3525  -0.38
O  5.4457  0.2226  -1.2157  -0.28
N  3.5897  -0.6459  -2.5995  -0.29
S  2.0453  -0.8748  -2.8321  0.60
O  1.4262  0.1204  -3.6450  -0.26
O  1.3113  -1.3472  -1.6870  -0.37
C  2.2038  -2.3773  -3.9592  -0.66
F  1.0209  -2.8511  -4.3480  0.14
F  2.8730  -3.3710  -3.3803  0.13
F  2.8794  -2.0424  -5.0638  0.12
F  -2.1973  -3.9389  -1.2442  0.10
C  -1.1550  -3.0877  -1.2509  -0.65
F  -1.3819  -2.2414  -2.2543  0.12
F  -0.0812  -3.8124  -1.5501  0.13
S  -1.0226  -2.2270  0.4287  0.48
O  -1.3643  -0.8293  0.1648  -0.39
O  -1.9987  -2.9242  1.2232  -0.30
O  0.3527  -2.4160  0.8594  -0.37
N  0.6643  1.4768  1.5846  0.09
C  -0.3744  1.9837  1.6993  -0.24
N  -1.5492  2.5086  1.8613  -0.09
C  -1.7710  3.7911  2.4994  -0.11
C  -3.0720  3.7042  3.3059  -0.20
O  -4.1468  3.3169  2.4830  -0.14
C  -3.9245  2.0352  1.9193  -0.17
C  -2.6598  2.0093  1.0611  -0.09
H  -1.8783  4.5832  1.7451  0.13
H  -0.9294  4.0269  3.1509  0.13
H  -3.3323  4.6799  3.7239  0.13
H  -2.9514  2.9830  4.1282  0.13
H  -4.7993  1.8142  1.3048  0.13
H  -3.8485  1.2902  2.7222  0.13
H  -2.7994  2.6578  0.1858  0.14
H  -2.4233  0.9927  0.7362  0.10

Atoms 1-6, force components in eV/Å:
0.7 0.3 0.2
-0.2 0.3 0.1
0.4 -0.1 -0.1
-0.3 0.2 0.0
0.1 0.2 -0.2
0.7 -0.2 0.5

Properties
electronic energy	-89931.4965	eV
largest force on an atom	1.44	eV/A
charge	-1
energy above the lowest of the compared OMol25 structures with the same formula, charge and spin	36.8	kcal per mole
frontier orbital gap	8.2	eV
E_HOMO	-5.85	eV

(4)
DFT (ωB97M-V with the def2-TZVPD basis set) results for a structure of composition C8H8BBrF2NO8S2.

Each line ends with the Löwdin charge.
Element x y z (Å)
C  3.1279  -0.3014  -0.9775  -0.05
C  2.2440  0.8887  -1.3078  -0.21
O  1.9672  0.9823  -2.7156  0.08
B  1.0821  0.0622  -3.2091  -0.60
O  1.4641  -0.7897  -4.2329  0.16
C  -0.3542  -0.0819  -2.5970  0.00
C  -1.0236  -1.2371  -2.6678  0.08
C  -2.3405  -1.3428  -1.9746  -0.41
O  -3.2880  -1.9256  -2.4384  0.11
C  -2.3723  -0.5762  -0.6953  -0.62
Br  -3.2476  -1.3122  0.7796  0.84
C  -1.7404  0.5919  -0.6247  -0.02
C  -1.0264  1.0255  -1.8539  -0.35
O  -1.0220  2.1642  -2.2567  0.14
H  2.5326  -1.1920  -0.7756  0.08
H  3.8418  -0.4956  -1.7764  0.08
H  3.6926  -0.0929  -0.0699  0.08
H  1.3173  0.8160  -0.7318  0.11
H  2.7206  1.8193  -1.0123  0.13
H  2.1934  -1.3466  -3.9365  0.11
H  -0.6344  -2.0972  -3.1954  0.13
H  -1.6973  1.1915  0.2740  0.10
N  -1.5246  0.4974  3.7288  -0.31
S  -1.5521  0.0551  5.2578  0.48
O  -0.9840  1.0058  6.1561  -0.29
O  -1.3003  -1.3301  5.4845  -0.29
F  -3.1189  0.2098  5.4587  -0.19
S  -0.1148  0.5735  3.0471  0.46
O  -0.1972  1.2660  1.7957  -0.32
O  0.6669  -0.6202  3.0970  -0.29
F  0.6884  1.5921  3.9696  -0.19

Atoms 1-6, force components in eV/Å:
0.0 0.1 0.2
-0.2 0.4 0.2
0.3 -0.8 0.3
0.1 0.4 -0.3
-0.4 -0.4 0.4
0.0 -0.3 -0.4

Properties
electronic energy	-124123.4541	eV
largest force on an atom	0.87	eV/A
charge	-1
frontier orbital gap	7.9	eV
E_HOMO	-6.81	eV

(5)
DFT (ωB97M-V with the def2-TZVPD basis set) results for a cluster of 2 separate species, C8H8BrNO3 in total at a distorted geometry.

Each line ends with the Löwdin charge.
Element x y z (Å)
C  -1.9839  -0.8047  -0.8091  -0.11
C  -2.1635  0.5269  -0.6151  -0.12
C  -1.5928  -1.6121  0.2293  -0.15
C  -1.8452  1.0350  0.6071  -0.09
C  -1.1557  -1.2225  1.4729  -0.13
C  -1.4259  0.1033  1.6058  0.07
C  2.6467  1.4075  -1.2639  0.02
C  1.8228  -0.4241  -0.0212  -0.74
N  1.7643  0.0587  1.3007  -0.39
O  1.9113  -0.7239  2.2659  -0.02
O  1.4340  1.2825  1.3965  0.01
O  1.7566  0.2444  -1.1642  -0.12
Br  1.9099  -2.2207  -0.1211  0.99
H  -2.1256  -1.2571  -1.7326  0.09
H  -2.1721  1.2127  -1.4727  0.12
H  -1.4196  -2.5964  -0.1259  0.09
H  -1.7266  2.0967  0.6946  0.09
H  -0.7577  -2.0355  2.0905  0.12
H  3.4940  0.8895  -1.6597  0.09
H  2.7031  1.7762  -0.2268  0.08
H  2.1871  2.1364  -1.9421  0.11

Atoms 1-6, force components in eV/Å:
-0.5 -0.4 1.1
1.0 1.4 -1.3
0.5 -1.2 -1.9
0.9 -1.2 2.1
-1.0 0.0 -0.2
0.1 2.1 0.1

Properties
electronic energy	-86092.1807	eV
largest force on an atom	2.60	eV/A
energy above the lowest of the compared OMol25 structures with the same formula, charge and spin	91.3	kcal per mole
frontier orbital gap (alpha / beta)	8.9 / 6.8	eV
E_HOMO (alpha / beta)	-8.80 / -8.57	eV

(6)
DFT (ωB97M-V with the def2-TZVPD basis set) results for an isolated molecule of C8H8ClN3O at a distorted geometry.

Each line ends with the Löwdin charge.
Element x y z (Å)
C  2.6684  -1.2392  0.6328  -0.13
C  1.8355  -2.1765  0.0449  -0.06
C  2.2020  -0.0409  0.9544  -0.05
C  0.4474  -1.9240  -0.2687  0.02
C  0.8534  0.2744  0.6598  -0.15
C  0.0309  -0.6378  -0.0114  -0.15
C  -2.4323  -0.8085  -0.1464  -0.78
C  -1.3880  2.2290  -0.9009  -0.09
N  0.0768  1.4214  0.8820  0.07
N  -1.2459  -0.0564  -0.2211  -0.02
N  -1.1803  1.2974  0.2444  -0.18
O  -2.4971  -1.8356  -0.7193  0.08
Cl  -3.8442  0.2025  0.3726  0.64
H  3.5511  -1.4527  1.1813  0.10
H  2.0549  -3.1778  -0.2157  0.08
H  2.8682  0.7085  1.3165  0.11
H  -0.0936  -2.6284  -0.8117  0.09
H  -2.2986  1.8458  -1.4818  0.08
H  -1.5743  3.3083  -0.6584  0.08
H  -0.4988  2.3598  -1.7217  0.12
H  0.4647  2.3306  0.8687  0.12

Atoms 1-6, force components in eV/Å:
-0.3 -2.8 0.2
-2.5 -0.2 -0.5
-3.0 3.6 -0.2
3.4 1.8 0.6
0.2 0.2 -0.9
0.0 -0.6 0.4

Properties
electronic energy	-27462.9878	eV
largest force on an atom	4.71	eV/A
SMILES string	CN1Nc2ccccc2N1C(=O)Cl
energy above the lowest of the compared OMol25 structures with the same formula, charge and spin	48.9	kcal per mole
frontier orbital gap	8.1	eV
E_HOMO	-7.51	eV

(7)
DFT (ωB97M-V with the def2-TZVPD basis set) results for an isolated molecule of C8H8F3N3 at a distorted geometry.

Each line ends with the Löwdin charge.
Element x y z (Å)
C  2.7514  -0.1056  -2.3285  -0.12
C  2.9370  0.9659  -1.4274  -0.11
C  1.4832  -0.6910  -2.4104  -0.10
C  1.8682  1.3047  -0.6291  -0.05
C  0.4651  -0.4815  -1.4734  -0.04
C  0.7148  0.4875  -0.5565  -0.26
C  -2.0735  -0.2536  1.2036  -0.30
C  -1.6310  -0.2588  2.6851  -0.49
N  -0.2029  0.7637  0.4434  0.01
N  -1.4009  0.1773  0.2527  0.08
N  -3.3299  -0.7909  1.0059  0.13
F  -1.4808  0.9834  3.2891  0.09
F  -2.3762  -0.9501  3.5843  0.13
F  -0.4030  -0.7890  2.7498  0.14
H  3.4290  -0.5368  -3.1336  0.11
H  3.9589  1.5108  -1.5075  0.13
H  1.1549  -1.4478  -3.1499  0.11
H  2.1029  2.1902  -0.0900  0.09
H  -0.0870  1.4004  1.2355  0.16
H  -0.5211  -0.8505  -1.3673  0.09
H  -3.7390  -0.9838  0.1273  0.08
H  -3.6200  -1.6444  1.4969  0.11

Atoms 1-6, force components in eV/Å:
-0.6 -1.1 -1.7
1.6 -0.8 -1.9
-1.1 -1.4 0.0
1.2 -0.5 -0.2
1.4 0.9 -0.3
1.1 2.8 1.4

Properties
electronic energy	-21046.6187	eV
largest force on an atom	3.30	eV/A
SMILES string	N/C(=N/Nc1ccccc1)C(F)(F)F
energy above the lowest of the compared OMol25 structures with the same formula, charge and spin	13.6	kcal per mole
frontier orbital gap	8.5	eV
E_HOMO	-7.69	eV

(8)
DFT (ωB97M-V with the def2-TZVPD basis set) results for a structure of composition C8H8I2N2 at a distorted geometry.

Each line ends with the Löwdin charge.
Element x y z (Å)
C  1.5579  -1.9197  -0.9516  -0.10
C  0.4497  -1.1397  -0.4646  -0.15
C  0.8224  0.2168  -0.6091  -0.24
C  -1.8908  -0.6343  0.1814  -0.68
C  -1.8300  0.6744  0.0104  -0.73
C  -0.7947  -1.6002  0.2363  -0.25
C  0.0819  1.3834  -0.1420  -0.17
C  0.3673  1.8072  1.2808  -0.09
N  2.4592  -1.1378  -1.5305  0.05
N  2.0561  0.1762  -1.1659  0.04
I  -3.8817  -1.7228  0.3091  0.68
I  -3.1068  2.2772  0.0359  0.88
H  1.5278  -2.9513  -0.8646  0.09
H  -1.0803  -2.6366  -0.0616  0.10
H  -0.7066  -1.7526  1.3149  0.12
H  0.0341  2.2103  -0.8612  0.11
H  0.9359  2.6782  1.2454  0.04
H  1.0772  1.1483  1.8618  0.11
H  -0.6412  1.9974  1.7489  0.06
H  2.5625  0.9256  -1.5737  0.14

Atoms 1-6, force components in eV/Å:
-1.8 3.6 -0.2
0.9 1.1 0.7
0.1 -2.9 -0.2
-2.7 0.7 -0.8
3.7 0.4 -0.5
0.7 -1.4 0.2

Properties
electronic energy	-27603.8874	eV
largest force on an atom	4.07	eV/A
energy above the lowest of the compared OMol25 structures with the same formula, charge and spin	41.5	kcal per mole
frontier orbital gap	8.5	eV
E_HOMO	-8.83	eV

(9)
DFT (ωB97M-V with the def2-TZVPD basis set) results for the ion C8H8IN6 with charge +1 at a distorted geometry.

Each line ends with the Löwdin charge.
Element x y z (Å)
C  -0.1236  2.2094  0.2461  -0.06
C  -2.1148  1.8015  1.2727  -0.15
C  0.0768  0.8535  0.2790  -0.10
C  -0.9319  0.1047  0.9255  -0.28
C  1.0648  -0.0580  -0.2128  -0.18
C  2.4985  0.2037  -0.4311  -0.66
C  -1.5732  -2.2232  1.3714  0.00
C  1.3533  0.3739  -2.9045  0.05
N  -1.1509  2.6548  0.9432  0.10
N  -2.0590  0.5013  1.4375  0.21
N  0.8140  -2.7260  0.2446  0.18
N  -0.6363  -1.1746  0.9640  -0.10
N  1.7888  0.0364  -1.5101  0.07
N  0.4786  -1.6133  0.3522  -0.17
I  4.1449  0.0111  0.6529  1.20
H  0.6461  2.9073  -0.0966  0.14
H  -2.8629  2.2600  1.7917  0.10
H  -0.8533  -3.1656  1.4262  0.11
H  -1.8339  -1.9675  2.4518  0.11
H  -2.4018  -2.3751  0.6190  0.11
H  2.0965  0.8208  -3.5828  0.11
H  1.0664  -0.5178  -3.4606  0.10
H  0.5127  1.0827  -2.7792  0.11

Atoms 1-6, force components in eV/Å:
1.1 -0.3 1.3
1.6 1.1 1.8
-0.9 -0.1 -0.3
1.4 -0.4 -0.9
1.4 -0.9 -0.3
-2.0 -1.7 -0.9

Properties
electronic energy	-25452.7872	eV
largest force on an atom	3.86	eV/A
charge	+1
energy above the lowest of the compared OMol25 structures with the same formula, charge and spin	0.0	kcal per mole
frontier orbital gap	6.9	eV
E_HOMO	-12.33	eV

(10)
DFT (ωB97M-V with the def2-TZVPD basis set) results for an isolated molecule of C8H8INS2 at a distorted geometry.

Each line ends with the Löwdin charge.
Element x y z (Å)
C  -0.4504  -1.9627  0.4099  -0.33
C  0.5736  -2.2890  -1.7661  -0.46
C  -0.3500  -0.8406  -0.3559  -0.40
C  1.4007  0.5646  1.2335  -0.29
C  0.7086  1.2480  0.2390  -0.59
C  2.1987  0.1090  2.0021  -0.63
C  -1.5619  1.2553  -0.9508  -0.09
C  -0.7169  0.5399  0.0517  -0.35
N  0.2434  -1.0415  -1.6053  0.04
S  0.4025  2.9593  0.8599  0.76
S  0.1270  -3.3663  -0.4710  0.97
I  3.2927  -0.9318  3.3851  0.83
H  -0.9045  -2.2482  1.3029  0.05
H  1.1128  -2.6881  -2.6776  0.09
H  -0.4107  2.6994  1.8957  -0.12
H  1.2080  1.5309  -0.7731  0.15
H  -1.8876  2.1827  -0.6965  0.02
H  -2.4548  0.7599  -0.9594  0.05
H  -1.1737  1.1833  -2.0480  0.13
H  -1.3575  0.3360  0.9238  0.15

Atoms 1-6, force components in eV/Å:
0.5 -1.0 -2.2
0.3 -0.4 -0.8
0.1 -1.2 -0.8
2.3 -0.6 0.4
-3.1 2.1 -1.1
0.6 -1.3 1.4

Properties
electronic energy	-39683.6355	eV
largest force on an atom	4.18	eV/A
SMILES string	C[C@@H](c1cscn1)[C@@H](S)C#CI
energy above the lowest of the compared OMol25 structures with the same formula, charge and spin	34.1	kcal per mole
frontier orbital gap	9.1	eV
E_HOMO	-8.77	eV